Formula: C6H11NOP
Source: OMol25
Level of theory: the ωB97M-V functional and the def2-TZVPD basis

Last column: natural (NBO) charge in e.
Atoms and positions in Å:
H  2.90  0.49  -0.33  0.247
C  0.08  0.21  -1.51  -0.098
C  1.34  -0.22  -1.70  -0.117
C  2.13  -0.27  -0.37  -0.453
H  -2.96  -1.71  2.13  0.049
H  -1.06  0.29  0.22  0.472
N  -0.11  0.70  -0.13  -0.413
C  1.02  -0.05  0.56  -0.195
H  0.95  2.50  0.11  0.235
O  0.51  -1.41  2.59  -0.367
H  -0.50  2.41  1.18  0.247
C  0.70  -0.82  1.61  0.746
H  -3.12  -0.88  0.10  0.024
H  2.58  -1.22  -0.24  0.259
P  -2.21  -1.66  0.96  -0.077
C  -0.07  2.19  0.10  -0.403
H  -2.54  -2.94  0.33  0.074
H  1.79  -0.52  -2.70  0.271
H  -0.59  2.66  -0.72  0.236
H  -0.82  0.24  -2.20  0.264

Properties
max |F|: 2.643 eV/Å
M: 144.13 g/mol
LUMO: -3.79 eV
2S+1: 1
ΔE to the lowest compared entry with this formula, charge and spin: 55.4 kcal per mole
energy: -706.1978 hartree
net charge: +1


Formula: C6H11NOS2
Source: OMol25
Level of theory: the ωB97M-V functional and the def2-TZVPD basis

Last column: natural (NBO) charge in e.
Atoms and positions in Å:
O  -3.70  1.32  -1.04  -0.501
H  1.13  1.99  2.01  0.367
N  0.70  1.35  1.34  -0.828
S  2.78  -0.52  -1.05  0.162
H  2.73  -0.27  1.39  0.216
H  -3.33  -0.74  1.12  0.252
H  -1.52  -1.96  -0.95  0.198
H  3.79  0.99  0.66  0.216
C  2.88  0.39  0.53  -0.507
H  -3.77  -1.18  -0.56  0.239
C  -3.01  -0.70  0.07  -0.583
H  0.63  0.55  -1.74  0.213
H  -2.10  1.32  0.20  0.099
H  -0.16  1.81  1.03  0.357
C  1.59  1.16  0.20  -0.071
C  -1.67  -1.35  -0.06  -0.329
H  1.86  2.10  -0.32  0.181
H  0.43  -0.59  -0.37  0.176
C  -2.93  0.78  -0.30  0.462
C  1.09  0.15  -0.83  -0.505
S  -0.45  -1.14  0.97  0.187

Properties
max |F|: 3.616 eV/Å
M: 177.29 g/mol
LUMO: -0.43 eV
2S+1: 1
ΔE to the lowest compared entry with this formula, charge and spin: 45.3 kcal per mole
energy: -1161.4721 hartree


Q: Among the records above, which one has the lowest M?
A: C6H11NOP


Copy entry 1 word for word.
Formula: C6H11NOP
Source: OMol25
Level of theory: the ωB97M-V functional and the def2-TZVPD basis

Last column: natural (NBO) charge in e.
Atoms and positions in Å:
H  2.90  0.49  -0.33  0.247
C  0.08  0.21  -1.51  -0.098
C  1.34  -0.22  -1.70  -0.117
C  2.13  -0.27  -0.37  -0.453
H  -2.96  -1.71  2.13  0.049
H  -1.06  0.29  0.22  0.472
N  -0.11  0.70  -0.13  -0.413
C  1.02  -0.05  0.56  -0.195
H  0.95  2.50  0.11  0.235
O  0.51  -1.41  2.59  -0.367
H  -0.50  2.41  1.18  0.247
C  0.70  -0.82  1.61  0.746
H  -3.12  -0.88  0.10  0.024
H  2.58  -1.22  -0.24  0.259
P  -2.21  -1.66  0.96  -0.077
C  -0.07  2.19  0.10  -0.403
H  -2.54  -2.94  0.33  0.074
H  1.79  -0.52  -2.70  0.271
H  -0.59  2.66  -0.72  0.236
H  -0.82  0.24  -2.20  0.264

Properties
max |F|: 2.643 eV/Å
M: 144.13 g/mol
LUMO: -3.79 eV
2S+1: 1
ΔE to the lowest compared entry with this formula, charge and spin: 55.4 kcal per mole
energy: -706.1978 hartree
net charge: +1


Q: What is the max |F| in the second record?
A: 3.616 eV/Å